[1]
The following is a DFT calculation (wB97M-V/def2-TZVPD) of C30H25F6MoN2OPSe as an isolated structure at a distorted geometry.

E_HOMO (alpha / beta) (hartree): -0.527 / -0.525
Gap between HOMO and LUMO (alpha / beta) (eV): 6.3 / 6.8
Relative energy (zero: lowest compared OMol25 entry of this formula, charge and spin) (eV): 0.3356

Geometry as ORCA input:
```
! wB97M-V def2-TZVPD RIJCOSX def2/J DEFGRID3
* xyz 2 3
Mo -0.49 -0.17 0.82
C -1.55 -6.62 -1.17
C -0.66 -5.97 -0.29
C -0.65 -4.59 -0.27
C -1.60 -3.84 -0.99
C -2.51 -4.50 -1.82
C -2.45 -5.88 -1.91
P -1.41 -2.01 -0.82
C -2.65 -1.33 -1.99
C -2.39 -0.97 -3.30
C -3.42 -0.39 -4.03
C -4.68 -0.10 -3.51
C -4.90 -0.45 -2.16
C -3.92 -1.10 -1.40
C 0.33 -1.75 -1.20
C 0.96 -2.35 -2.27
C 2.27 -1.99 -2.57
C 2.91 -0.97 -1.87
C 2.26 -0.33 -0.81
C 1.01 -0.78 -0.43
H -1.52 -7.70 -1.26
H -0.01 -6.58 0.31
H 0.05 -3.97 0.31
H -3.30 -3.93 -2.32
H -3.05 -6.41 -2.60
H -1.42 -1.20 -3.73
H -3.23 -0.14 -5.08
H -5.40 0.38 -4.14
H -5.85 -0.22 -1.68
H -4.08 -1.48 -0.39
H 0.38 -3.12 -2.81
H 2.79 -2.52 -3.35
H 3.91 -0.65 -2.17
H 2.67 0.54 -0.28
C 2.88 -0.57 3.15
N 2.36 0.76 3.31
C 1.03 1.10 3.28
Se -0.44 -0.15 3.25
N 0.93 2.41 3.52
C 2.24 2.97 3.67
C 2.61 4.26 4.01
C 3.93 4.39 4.46
C 4.84 3.32 4.38
C 4.45 2.05 3.95
C 3.15 1.91 3.60
H 2.08 -1.33 3.09
H 3.51 -0.84 4.00
H 3.51 -0.64 2.23
H 0.04 2.91 3.56
H 1.93 5.08 3.94
H 4.27 5.35 4.78
H 5.84 3.54 4.68
H 5.13 1.19 3.97
C -2.37 3.08 -0.45
C -0.86 2.80 -0.55
O -0.35 1.59 -0.18
C -0.38 2.97 -2.04
F -0.29 4.27 -2.38
F 0.88 2.50 -2.12
F -1.23 2.40 -2.98
C -0.14 3.84 0.37
F 1.16 3.45 0.53
F -0.18 5.07 -0.19
F -0.70 3.90 1.63
H -2.89 2.69 -1.33
H -2.54 4.15 -0.44
H -2.79 2.69 0.46
*
```


[2]
The following is a DFT calculation (wB97M-V/def2-TZVPD) of C22H20N3O2RuS as an isolated structure.

E_HOMO (alpha / beta) (hartree): -0.266 / -0.275
Gap between HOMO and LUMO (alpha / beta) (eV): 7.1 / 6.9

Geometry as ORCA input:
```
! wB97M-V def2-TZVPD RIJCOSX def2/J DEFGRID3
* xyz 0 2
Ru 0.17 0.51 -0.03
C 2.00 4.12 -1.21
C 1.90 2.76 -0.58
O 0.69 2.40 -0.25
C 3.04 2.02 -0.37
C 3.12 0.74 0.25
C 4.46 0.15 0.56
N 2.03 0.08 0.55
N 2.18 -1.14 1.23
C 1.02 -1.69 1.40
O -0.12 -1.14 1.02
C 0.94 -3.00 2.09
C 2.08 -3.76 2.33
C 1.98 -4.98 2.97
C 0.74 -5.46 3.38
C -0.40 -4.71 3.14
C -0.30 -3.48 2.50
H 1.02 4.60 -1.22
H 2.35 4.02 -2.24
H 2.71 4.75 -0.68
H 3.97 2.48 -0.66
H 5.26 0.83 0.25
H 4.57 -0.81 0.06
H 4.55 -0.04 1.63
H 3.04 -3.37 2.01
H 2.88 -5.57 3.15
H 0.67 -6.42 3.87
H -1.37 -5.08 3.46
H -1.19 -2.89 2.30
C -2.42 1.13 1.79
C -2.76 1.22 0.33
C -4.07 1.59 -0.07
C -4.36 1.70 -1.40
C -3.37 1.42 -2.36
C -3.59 1.52 -3.76
C -2.59 1.21 -4.63
C -1.33 0.78 -4.15
C -1.08 0.68 -2.81
S 0.47 0.09 -2.19
C -2.11 1.03 -1.89
N -1.82 0.95 -0.55
H -3.22 1.54 2.40
H -1.50 1.69 2.00
H -2.24 0.09 2.08
H -4.81 1.79 0.68
H -5.35 1.99 -1.72
H -4.57 1.84 -4.11
H -2.75 1.29 -5.69
H -0.55 0.53 -4.85
*
```


[3]
The following is a DFT calculation (wB97M-V/def2-TZVPD) of C22H23ClGeIN10O2PtS as an isolated structure.

E_HOMO (hartree): -0.167
Gap between HOMO and LUMO (eV): 6.8
Relative energy (zero: lowest compared OMol25 entry of this formula, charge and spin) (eV): 0.2338

Geometry as ORCA input:
```
! wB97M-V def2-TZVPD RIJCOSX def2/J DEFGRID3
* xyz -1 1
Pt -0.39 0.07 1.64
N 2.10 0.00 4.01
C 2.41 -0.34 2.68
N 3.62 -0.75 2.38
N 3.57 -0.99 1.05
N 2.40 -0.75 0.59
N 1.62 -0.30 1.60
C 0.81 0.06 4.48
N 0.33 0.13 5.74
N -0.99 0.21 5.62
N -1.26 0.23 4.35
N -0.17 0.11 3.62
H 2.83 -0.21 4.67
Cl -6.96 2.61 1.98
C -5.43 2.13 1.26
C -5.24 2.38 -0.07
C -4.02 2.01 -0.63
I -3.73 2.38 -2.66
C -3.00 1.40 0.08
O -1.85 1.22 -0.59
C -3.24 1.10 1.47
N -2.30 0.41 2.18
C -2.56 -0.03 3.52
C -3.74 0.59 4.18
C -4.62 1.28 3.46
C -4.46 1.51 2.05
H -6.01 2.85 -0.67
H -2.57 -1.12 3.58
H -3.86 0.41 5.24
H -5.50 1.68 3.95
C 2.05 1.36 -3.87
S 2.39 0.82 -2.18
O 2.49 2.07 -1.39
C 4.06 0.26 -2.49
C 4.28 -1.06 -2.87
C 5.58 -1.49 -3.09
C 6.64 -0.62 -2.92
C 6.41 0.69 -2.52
C 5.12 1.14 -2.30
H 2.75 2.16 -4.13
H 1.03 1.74 -3.86
H 2.14 0.52 -4.56
H 3.45 -1.74 -2.95
H 5.77 -2.52 -3.37
H 7.66 -0.96 -3.08
H 7.25 1.37 -2.36
H 4.90 2.14 -1.95
C -1.32 -1.26 -3.14
Ge -1.40 -1.49 -1.19
C -3.25 -1.89 -0.68
C -0.23 -2.97 -0.67
C -0.84 0.18 -0.32
H -1.85 -2.06 -3.67
H -0.28 -1.26 -3.48
H -1.77 -0.31 -3.42
H -3.55 -2.86 -1.10
H -3.93 -1.13 -1.06
H -3.35 -1.93 0.40
H -0.67 -3.93 -0.97
H -0.10 -2.97 0.41
H 0.75 -2.87 -1.12
H 0.02 0.58 -0.86
*
```


[4]
The following is a DFT calculation (wB97M-V/def2-TZVPD) of a single C3H2FNOS molecule at a distorted geometry.

E_HOMO (hartree): -0.371
Gap between HOMO and LUMO (eV): 9.2
Relative energy (zero: lowest compared OMol25 entry of this formula, charge and spin) (eV): 2.4619

Geometry as ORCA input:
```
! wB97M-V def2-TZVPD RIJCOSX def2/J DEFGRID3
* xyz 0 1
C 1.12 -0.65 -0.08
C 0.94 0.64 0.16
C -1.08 -0.65 0.14
N -0.09 -1.42 0.01
O -1.45 1.81 -0.55
F -2.44 -1.07 -0.09
S -0.82 1.03 0.55
H 2.06 -1.25 -0.21
H 1.75 1.58 0.08
*
```


Please write out number 2 again, unchanged.
The following is a DFT calculation (wB97M-V/def2-TZVPD) of C22H20N3O2RuS as an isolated structure.

E_HOMO (alpha / beta) (hartree): -0.266 / -0.275
Gap between HOMO and LUMO (alpha / beta) (eV): 7.1 / 6.9

Geometry as ORCA input:
```
! wB97M-V def2-TZVPD RIJCOSX def2/J DEFGRID3
* xyz 0 2
Ru 0.17 0.51 -0.03
C 2.00 4.12 -1.21
C 1.90 2.76 -0.58
O 0.69 2.40 -0.25
C 3.04 2.02 -0.37
C 3.12 0.74 0.25
C 4.46 0.15 0.56
N 2.03 0.08 0.55
N 2.18 -1.14 1.23
C 1.02 -1.69 1.40
O -0.12 -1.14 1.02
C 0.94 -3.00 2.09
C 2.08 -3.76 2.33
C 1.98 -4.98 2.97
C 0.74 -5.46 3.38
C -0.40 -4.71 3.14
C -0.30 -3.48 2.50
H 1.02 4.60 -1.22
H 2.35 4.02 -2.24
H 2.71 4.75 -0.68
H 3.97 2.48 -0.66
H 5.26 0.83 0.25
H 4.57 -0.81 0.06
H 4.55 -0.04 1.63
H 3.04 -3.37 2.01
H 2.88 -5.57 3.15
H 0.67 -6.42 3.87
H -1.37 -5.08 3.46
H -1.19 -2.89 2.30
C -2.42 1.13 1.79
C -2.76 1.22 0.33
C -4.07 1.59 -0.07
C -4.36 1.70 -1.40
C -3.37 1.42 -2.36
C -3.59 1.52 -3.76
C -2.59 1.21 -4.63
C -1.33 0.78 -4.15
C -1.08 0.68 -2.81
S 0.47 0.09 -2.19
C -2.11 1.03 -1.89
N -1.82 0.95 -0.55
H -3.22 1.54 2.40
H -1.50 1.69 2.00
H -2.24 0.09 2.08
H -4.81 1.79 0.68
H -5.35 1.99 -1.72
H -4.57 1.84 -4.11
H -2.75 1.29 -5.69
H -0.55 0.53 -4.85
*
```


Question: What is the formula in the third record?
Answer: C22H23ClGeIN10O2PtS


Question: What is the formula in the first record?
Answer: C30H25F6MoN2OPSe